1.
ORCA calculation (ωB97M-V/def2-TZVPD) on one molecule with the formula C4H10N2S2 in a non-equilibrium geometry.

Geometry as XYZ:
```
18
Properties=species:S:1:pos:R:3
N -0.879 -2.522 0.989
N -1.141 -2.547 -0.339
H 1.337 -1.444 0.048
H 1.259 3.348 -0.109
S -0.891 2.742 0.117
C 0.680 3.146 0.737
H -0.662 -2.245 -2.243
H -1.486 0.390 -0.341
S 0.793 0.529 -1.230
H -1.695 -2.760 1.481
H -0.371 -1.690 1.369
H 1.216 2.410 1.334
H 1.671 -1.556 -1.736
C -0.588 0.904 -0.059
H -0.323 0.545 0.907
H 0.526 4.052 1.257
C -0.357 -2.033 -1.213
C 0.909 -1.270 -0.969
```

The value obtained for the energy above the lowest of the compared OMol25 structures with the same formula, charge and spin is 43.4 kcal per mole. For the HOMO-LUMO gap, the calculation gives 9.5 eV. The lowest unoccupied orbital energy comes out at 0.776 eV. The SMILES is CSCSC/C=N\N. The value obtained for the strongest force on any atom is 2.9 eV/Å. As for the HOMO energy: -8.757 eV. The calculation puts the calculated total energy at -28959.1198 eV.


2.
ORCA calculation (ωB97M-V/def2-TZVPD) on C4H10N2S3 as an isolated structure in a non-equilibrium geometry.

Geometry as XYZ:
```
19
Properties=species:S:1:pos:R:3
H 0.850 -0.275 1.639
H -0.367 -1.405 1.126
H -0.776 2.533 0.331
H 1.404 0.021 -0.917
N -2.680 1.789 0.615
S 1.752 -2.123 -2.562
C -1.439 1.780 -0.214
C 1.665 -0.727 1.143
H -2.361 2.600 1.284
N 1.713 -2.007 -0.841
C -0.994 0.342 -0.191
H 1.864 -1.779 1.494
H -3.699 2.202 -0.044
S -0.122 -0.274 -1.428
H -1.455 2.212 -1.309
S -1.432 -0.511 1.148
H 2.529 -0.123 1.487
H 1.974 -3.402 -2.456
C 1.576 -0.851 -0.307
```

For the HOMO-LUMO gap, the calculation gives 7.3 eV. The lowest unoccupied orbital energy comes out at -0.171 eV. The value obtained for the strongest force on any atom is 6.1 eV/Å. As for the HOMO energy: -7.492 eV. The calculation puts the calculated total energy at -39789.7068 eV.


3.
ORCA calculation (ωB97M-V/def2-TZVPD) on a 2-piece molecular cluster, C4H10N2Si overall in a non-equilibrium geometry.

Geometry as XYZ:
```
17
Properties=species:S:1:pos:R:3
N -2.170 0.640 -0.050
H -0.252 -0.799 0.013
H -2.816 -0.481 1.337
N -2.930 0.407 0.856
H 0.194 0.409 1.306
H 1.967 -1.364 2.897
C 0.559 -0.342 0.628
H 2.380 -2.679 1.199
H -2.192 2.039 -2.795
C -0.605 1.521 -1.790
Si 1.202 -1.810 1.753
C -1.255 1.111 -0.664
H -0.712 2.484 -3.712
H 0.479 1.673 -1.590
H 1.448 -0.071 0.117
H 0.053 -2.615 2.103
C -1.154 2.067 -2.842
```

The value obtained for the energy above the lowest of the compared OMol25 structures with the same formula, charge and spin is 122.9 kcal per mole. For the HOMO-LUMO gap (alpha / beta), the calculation gives 8.5 / 8.5 eV. The lowest unoccupied orbital energy (alpha / beta) comes out at 0.367 / 0.366 eV. The value obtained for the strongest force on any atom is 4.9 eV/Å. As for the HOMO energy (alpha / beta): -8.170 / -8.169 eV. The calculation puts the calculated total energy at -15162.6132 eV.


4.
ORCA calculation (ωB97M-V/def2-TZVPD) on an isolated ion of composition C4H10N3 and charge +1 in a non-equilibrium geometry.

Geometry as XYZ:
```
17
Properties=species:S:1:pos:R:3
H -1.837 0.716 1.460
H -1.945 -0.675 0.640
N -0.047 0.283 0.313
C 2.380 -0.100 0.104
H 3.039 -0.673 0.637
H -1.720 1.854 -0.900
N 0.811 -1.904 0.274
C -1.559 0.280 0.470
H 1.648 -2.492 0.533
H -0.162 -2.406 0.294
H -3.322 1.095 -0.517
N 2.423 0.913 -0.589
H 0.362 1.198 0.036
C -2.264 0.945 -0.703
H -2.065 0.373 -1.555
C 0.880 -0.644 0.232
H 3.378 1.236 -0.729
```

The value obtained for the energy above the lowest of the compared OMol25 structures with the same formula, charge and spin is 34.3 kcal per mole. For the HOMO-LUMO gap, the calculation gives 11.1 eV. The lowest unoccupied orbital energy comes out at -3.714 eV. The SMILES is [H]/N=C/C(=[NH2+])NCC. The value obtained for the strongest force on any atom is 6.1 eV/Å. As for the HOMO energy: -14.827 eV. The net charge is +1. The calculation puts the calculated total energy at -8773.1099 eV.